No. 1
A single C2H2N4 molecule. Source: OMol25; level of theory: ωB97M-V/def2-TZVPD.

The geometry in XYZ format:
```
8
Properties=species:S:1:pos:R:3
C -0.734 -0.469 -0.204
N -1.042 1.008 0.047
N 0.038 1.646 -0.099
N 1.125 1.001 -0.174
C 0.758 -0.346 0.126
N -0.297 -0.700 1.044
H -1.414 -1.077 -0.796
H 1.567 -1.064 0.057
```

HOMO level (alpha / beta)	-10.34 / -10.34	eV
largest force on an atom	0.357	eV/A
M	82.07	g/mol
energy above the lowest of the compared OMol25 structures with the same formula, charge and spin	120.40	kcal per mole


No. 2
A gas-phase ion, C2H2N4 (charge +2). Source: OMol25; level of theory: ωB97M-V/def2-TZVPD.

The geometry in XYZ format:
```
8
Properties=species:S:1:pos:R:3
C 0.510 1.374 2.641
C -0.074 -1.633 -2.285
N 0.411 -0.067 0.681
N -0.224 -0.232 -0.365
N 0.366 0.779 1.559
N -0.056 -1.010 -1.281
H 0.534 2.273 3.364
H 0.084 -2.212 -3.124
```

HOMO level (alpha / beta)	-20.75 / -20.75	eV
largest force on an atom	10.974	eV/A
total charge	+2
M	82.07	g/mol
structure (SMILES)	C#[N+]/N=N/[N+]#C
energy above the lowest of the compared OMol25 structures with the same formula, charge and spin	35.62	kcal per mole


No. 3
A single C2H2N4O2 molecule. Source: OMol25; level of theory: ωB97M-V/def2-TZVPD.

The geometry in XYZ format:
```
10
Properties=species:S:1:pos:R:3
C 0.948 -0.092 -0.002
C -1.529 -0.192 0.043
H 2.819 -0.131 -0.092
H -0.219 -1.773 0.134
N 2.002 -0.740 -0.048
N -0.282 -0.756 0.127
N -1.503 1.264 0.025
N -0.490 1.952 0.028
O -2.566 -0.777 -0.131
O 0.819 1.244 -0.084
```

HOMO level	-10.76	eV
largest force on an atom	2.290	eV/A
M	114.06	g/mol
structure (SMILES)	[H]/N=c1/[nH]c(=O)nno1
energy above the lowest of the compared OMol25 structures with the same formula, charge and spin	74.37	kcal per mole


No. 4
A molecular structure, C2H2N4O2. Source: OMol25; level of theory: ωB97M-V/def2-TZVPD.

The geometry in XYZ format:
```
10
Properties=species:S:1:pos:R:3
C -2.090 -0.837 0.827
C 0.801 -0.443 0.311
H -1.570 -1.453 1.946
H -3.159 -1.176 0.359
N -1.682 -0.109 -0.187
N -0.399 0.301 0.012
N -0.111 1.414 -0.691
N 1.108 1.364 -0.980
O 1.692 0.210 -0.285
O 0.814 -1.521 0.759
```

HOMO level	-10.25	eV
largest force on an atom	4.910	eV/A
M	114.06	g/mol
energy above the lowest of the compared OMol25 structures with the same formula, charge and spin	154.52	kcal per mole


No. 5
A single C2H2N4O2 molecule. Source: OMol25; level of theory: ωB97M-V/def2-TZVPD.

The geometry in XYZ format:
```
10
Properties=species:S:1:pos:R:3
C -0.456 0.730 -0.026
C 1.383 -0.879 -0.063
H -0.204 2.708 0.214
H 1.487 -1.848 0.333
N 0.205 1.779 -0.017
N -2.031 -0.869 -0.020
N -0.917 -1.427 -0.022
N 0.053 -0.526 -0.120
O -1.842 0.504 -0.160
O 2.325 -0.172 -0.120
```

HOMO level	-10.32	eV
largest force on an atom	2.685	eV/A
M	114.06	g/mol
structure (SMILES)	[H]/N=c1\onnn1C=O
energy above the lowest of the compared OMol25 structures with the same formula, charge and spin	96.85	kcal per mole


No. 6
2 unconnected molecules or ions with the total composition C2H2N4O2. Source: OMol25; level of theory: ωB97M-V/def2-TZVPD.

The geometry in XYZ format:
```
10
Properties=species:S:1:pos:R:3
C 3.351 1.425 0.045
C 1.256 0.326 0.007
N 4.475 1.672 -0.074
N 2.080 1.216 0.049
N -0.047 0.133 -0.038
N 1.759 -1.859 -0.008
O 0.674 -2.429 -0.044
O 2.846 -2.336 0.048
H -0.837 0.779 -0.083
H -0.408 -0.771 -0.031
```

HOMO level (alpha / beta)	-9.43 / -9.44	eV
largest force on an atom	2.627	eV/A
M	114.06	g/mol
energy above the lowest of the compared OMol25 structures with the same formula, charge and spin	148.45	kcal per mole


> The highest energy above the lowest of the compared OMol25 structures with the same formula, charge and spin belongs to which entry?

number 4